# 1
Below is C4H8N2O2 as an isolated structure at a distorted geometry, with properties calculated with ωB97M-V/def2-TZVPD.

Maximum force   3.87 eV/A
LUMO   0.0206 hartree
Net charge   0
HOMO-LUMO gap   8.737 eV
Electronic energy   -11350.341 eV
ΔE to the lowest compared entry with this formula, charge and spin   363.9 kJ/mol

Last column: natural (NBO) charge in e.
Atoms and positions in Å:
C: 0.29353 -0.75801 0.11144  0.12
C: -0.49370 -0.74507 1.39474  -0.64
C: 1.28177 0.27909 -0.13177  0.63
N: 0.59593 1.54137 -0.33630  -0.82
C: -0.77361 0.26474 -1.11284  0.21
O: 0.71274 -2.02749 -0.23930  -0.69
N: -1.98071 0.53355 -0.92155  -0.73
O: 2.35885 0.09539 -0.68009  -0.58
H: 1.57257 -1.93625 -0.68107  0.50
H: 1.14835 2.21221 -0.85652  0.41
H: 0.00406 1.95175 0.37412  0.40
H: -2.28361 0.77056 0.01715  0.35
H: -0.35306 0.07589 -2.09479  0.18
H: 0.05612 -1.29628 2.15837  0.23
H: -0.67646 0.26347 1.76394  0.20
H: -1.46278 -1.22493 1.23448  0.23

# 2
Below is C33H57NP2ReSi as an isolated structure at a distorted geometry, with properties calculated with ωB97M-V/def2-TZVPD.

Maximum force   5.02 eV/A
LUMO (spin up / spin down)   -0.2182 / -0.2686 hartree
Net charge   +2
HOMO-LUMO gap (spin up / spin down)   7.253 / 5.706 eV
2S+1   4
Electronic energy   -65203.812 eV
Expectation value of S²   3.807

Last column: Mulliken charge in e.
Atoms and positions in Å:
Re: 0.23221 1.36890 1.29430  -0.68
C: 1.73937 2.79156 1.68463  0.14
C: 1.07046 2.47605 2.91103  0.55
C: 2.02743 0.52511 2.09499  0.60
C: 2.31453 1.57841 1.16192  0.43
C: 1.23095 1.07471 3.15768  0.86
C: 1.98018 4.16279 1.13709  -1.16
H: 1.35618 4.89719 1.65787  0.30
H: 1.75392 4.21167 0.06434  0.36
H: 3.03532 4.45437 1.25619  0.37
C: 3.14494 1.42710 -0.07868  -0.48
H: 3.04059 2.29006 -0.74755  0.35
H: 2.85136 0.52618 -0.63492  -0.28
H: 4.20799 1.30540 0.17095  0.41
C: 2.59380 -0.84807 1.95990  -0.57
H: 3.68142 -0.81856 1.82045  0.36
H: 2.19566 -1.33428 1.06385  -0.28
H: 2.36042 -1.46555 2.82838  0.39
C: 0.69734 0.38293 4.36596  -1.65
H: 1.38244 0.51237 5.21378  0.38
H: 0.57159 -0.69094 4.19843  0.31
H: -0.27210 0.81055 4.65259  0.47
C: 0.44849 3.44748 3.85491  -1.65
H: 1.14341 3.70419 4.66613  0.35
H: -0.44881 3.02750 4.31541  0.35
H: 0.17503 4.37052 3.33866  0.47
C: -3.64595 2.28187 -1.63900  -0.18
C: -3.23878 3.47987 -1.17957  -0.39
C: -3.77099 4.17326 0.03250  -0.92
C: -3.94015 3.33794 1.33624  -1.37
C: -3.13011 2.07846 1.47440  0.26
C: -3.45887 0.89347 0.93088  0.32
C: -4.61416 0.58984 0.02357  -1.30
C: -4.86646 1.57923 -1.13502  -0.78
H: -4.73201 4.66608 -0.19899  0.39
H: -5.01477 3.16545 1.52575  0.33
H: -3.07000 4.99052 0.26520  0.42
H: -5.64780 2.29382 -0.83165  0.30
H: -3.18726 1.85072 -2.53764  0.52
H: -2.53557 4.07388 -1.77395  0.57
H: -5.29341 0.99989 -1.97170  0.48
H: -4.44838 -0.40477 -0.42258  0.14
H: -3.02331 -0.02992 1.33039  0.40
H: -5.54728 0.48039 0.60432  0.54
H: -3.59770 3.99606 2.15585  0.40
H: -2.29036 2.16307 2.18839  0.34
P: 0.08584 0.82716 -1.10557  1.23
P: -0.81823 -1.06058 1.39489  0.65
C: -1.39563 -0.30097 -1.37618  -0.27
C: -1.42239 -1.44152 -0.36738  0.02
H: -1.23660 -0.68575 -2.39616  0.82
H: -2.31846 0.30026 -1.36892  -0.80
H: -2.42024 -1.90391 -0.29078  0.99
H: -0.71070 -2.20612 -0.72441  -0.92
C: -0.01183 -2.68655 1.62654  -1.38
H: 0.54639 -2.67340 2.56729  0.45
H: 0.65836 -2.92213 0.79169  0.16
H: -0.80250 -3.44940 1.69105  0.59
C: -1.85047 -1.15432 2.93674  -1.47
H: -2.61854 -1.93451 2.82553  0.50
H: -2.31788 -0.18902 3.17251  0.35
H: -1.19346 -1.40558 3.78075  0.49
C: 0.67210 1.42845 -2.71766  -1.28
H: 1.65852 1.89740 -2.59651  0.35
H: -0.03617 2.17157 -3.10942  0.58
H: 0.75896 0.59484 -3.42376  0.34
C: -0.74851 2.37835 -0.51619  -0.18
H: -0.50055 3.05130 0.36738  0.77
H: -1.79681 2.13621 -0.39711  -2.23
H: -0.55630 3.05583 -1.36133  0.83
C: -1.08526 -4.41079 -2.03394  -0.87
Si: 0.78270 -4.41007 -2.29379  -0.15
C: 1.53945 -5.77065 -1.24280  -1.05
C: 1.08903 -4.74929 -4.12209  -1.10
N: 1.45900 -2.90638 -1.81165  0.51
C: 2.62523 -2.29027 -1.94355  -0.43
C: 3.70099 -2.51074 -1.00960  -0.13
C: 4.91951 -1.86139 -1.14654  -0.64
C: 5.13194 -0.94940 -2.19130  -0.52
C: 4.09941 -0.69022 -3.10219  -0.70
C: 2.87061 -1.32521 -2.98218  -0.24
H: -1.51116 -5.32036 -2.48548  0.48
H: -1.56098 -3.54730 -2.51812  0.24
H: -1.37130 -4.40440 -0.97391  0.23
H: 1.08093 -6.74436 -1.46261  0.38
H: 2.61844 -5.85790 -1.42317  0.34
H: 1.39413 -5.56367 -0.17518  0.29
H: 0.78009 -3.89443 -4.74046  0.30
H: 2.14959 -4.95064 -4.33004  0.34
H: 0.50753 -5.62117 -4.45832  0.38
H: 3.53585 -3.23921 -0.21078  0.50
H: 5.72633 -2.07776 -0.43810  0.45
H: 6.09810 -0.44330 -2.28408  0.46
H: 4.27303 0.01472 -3.91345  0.46
H: 2.06112 -1.15022 -3.69530  0.69

# 3
Below is C27H26CrN3S2 as an isolated structure at a distorted geometry, with properties calculated with ωB97M-V/def2-TZVPD.

Maximum force   1.05 eV/A
LUMO (spin up / spin down)   -0.0091 / 0.0074 hartree
Net charge   0
HOMO-LUMO gap (spin up / spin down)   6.646 / 7.303 eV
2S+1   2
Electronic energy   -82983.518 eV
Expectation value of S²   0.763
ΔE to the lowest compared entry with this formula, charge and spin   25.7 kJ/mol

Last column: natural (NBO) charge in e.
Atoms and positions in Å:
Cr: -0.26865 -0.63072 -0.21260  0.90
C: 0.04011 2.45764 -0.30602  -0.41
N: 0.21377 1.39425 0.70573  -0.50
C: 1.65526 1.32827 1.08629  -0.23
C: 2.10602 -0.08140 1.40722  -0.23
N: 1.88652 -0.96810 0.23371  -0.49
C: 2.85917 -0.58316 -0.82238  -0.41
C: 2.08771 -2.37368 0.59901  0.19
C: 3.26658 -2.76188 1.22496  -0.24
C: 3.48992 -4.08571 1.55843  -0.23
C: 2.51719 -5.03221 1.25475  -0.20
C: 1.35081 -4.64953 0.62210  -0.20
C: 1.10874 -3.31342 0.27576  -0.21
S: -0.36601 -2.89795 -0.58683  -0.05
C: -0.59461 1.63956 1.90354  0.18
C: -0.80958 2.93962 2.35029  -0.25
C: -1.52392 3.18255 3.51116  -0.23
C: -2.01996 2.11031 4.24134  -0.20
C: -1.80546 0.81783 3.80116  -0.21
C: -1.09308 0.55057 2.62477  -0.20
S: -0.91050 -1.10515 2.07058  -0.21
H: 0.53547 3.38733 -0.01254  0.19
H: -1.01958 2.65530 -0.44841  0.22
H: 0.46583 2.12397 -1.25161  0.22
H: 1.83460 1.97080 1.95172  0.22
H: 2.23906 1.72993 0.25679  0.21
H: 1.54779 -0.48040 2.24941  0.25
H: 3.16813 -0.05578 1.67385  0.19
H: 3.81010 -0.28383 -0.37131  0.19
H: 2.47622 0.23229 -1.43139  0.22
H: 3.04458 -1.43307 -1.47001  0.22
H: 4.02648 -2.02411 1.45341  0.21
H: 4.41019 -4.37525 2.04743  0.21
H: 2.67211 -6.07199 1.51260  0.21
H: 0.59033 -5.38074 0.37991  0.22
H: -0.41917 3.78117 1.79458  0.21
H: -1.68604 4.19966 3.84180  0.21
H: -2.57919 2.28463 5.15167  0.21
H: -2.19833 -0.02425 4.35666  0.22
C: -4.23547 1.13912 -0.06344  -0.26
C: -4.29284 1.80715 -1.27644  -0.14
C: -3.28220 1.59957 -2.19393  -0.24
C: -2.22302 0.75393 -1.87887  0.19
N: -2.13349 0.16149 -0.66529  -0.49
C: -3.14516 0.33347 0.19775  0.07
C: -1.13756 0.39940 -2.80026  -0.07
C: -1.20385 0.68680 -4.16631  -0.20
C: -0.23313 0.19769 -5.01650  -0.22
C: 0.77341 -0.61576 -4.50311  -0.22
C: 0.82487 -0.89376 -3.14782  -0.16
C: -0.09976 -0.36337 -2.24002  -0.37
H: -5.01437 1.23675 0.67885  0.23
H: -5.11731 2.46891 -1.50768  0.22
H: -3.30413 2.08953 -3.15605  0.22
H: -3.06352 -0.20775 1.12887  0.23
H: -2.02638 1.26248 -4.57198  0.20
H: -0.27907 0.40901 -6.07696  0.21
H: 1.50537 -1.05288 -5.17166  0.21
H: 1.57903 -1.58515 -2.79666  0.19

# 4
Below is a 3-piece molecular cluster, H6O3 overall at a distorted geometry, with properties calculated with ωB97M-V/def2-TZVPD.

Maximum force   4.09 eV/A
LUMO   0.0262 hartree
Net charge   0
SMILES string   O.O.O
HOMO-LUMO gap   11.754 eV
Electronic energy   -6239.823 eV
ΔE to the lowest compared entry with this formula, charge and spin   41.5 kJ/mol

Last column: natural (NBO) charge in e.
Atoms and positions in Å:
O: -1.07875 0.99277 -1.36584  -0.94
H: -1.24478 0.13084 -1.81599  0.48
H: -0.12554 0.97988 -1.35602  0.48
O: -0.51241 0.07675 1.21697  -0.98
H: -0.91613 0.53981 0.48031  0.50
H: -0.67303 0.52893 2.01651  0.48
O: 1.41597 -1.43501 0.05415  -0.95
H: 0.85540 -0.87065 0.51782  0.48
H: 2.27928 -0.94331 0.25210  0.45